Entry 1:
{"formula": "C2H2N2O", "method": "ωB97M-V/def2-TZVPD", "e_homo_ev": -10.92, "relative_energy_kj_mol": 432.0, "gap_ev": 10.8, "elements": ["C", "C", "N", "N", "O", "H", "H"], "coordinates": [[1.26159, -0.22688, 0.99976], [0.71896, 0.38927, -0.06463], [1.63733, -0.73385, 1.96653], [0.19132, 0.98878, -0.87328], [-0.28405, 1.56952, -1.80585], [-2.13437, -0.97046, 0.05300], [-1.39078, -1.01639, -0.27553]], "nbo_charge": [0.174, 0.085, -0.205, 0.290, -0.342, 0.026, -0.029]}

***

Entry 2:
{"formula": "C40H45GeInN4", "method": "ωB97M-V/def2-TZVPD", "e_homo_ev": [-15.30, -16.63], "total_charge": 3, "multiplicity": 2, "relative_energy_kj_mol": 0.0, "gap_ev": [6.4, 7.3], "elements": ["In", "C", "C", "C", "C", "C", "C", "H", "H", "H", "H", "H", "H", "C", "C", "C", "C", "N", "C", "C", "C", "C", "C", "C", "N", "H", "H", "H", "H", "H", "H", "H", "H", "C", "N", "C", "C", "C", "N", "C", "C", "H", "H", "H", "H", "H", "H", "H", "H", "H", "H", "H", "H", "H", "H", "H", "H", "C", "C", "C", "C", "C", "C", "Ge", "C", "C", "C", "C", "C", "C", "C", "C", "C", "C", "C", "C", "H", "H", "H", "H", "H", "H", "H", "H", "H", "H", "H", "H", "H", "H", "H"], "coordinates": [[1.20643, -0.43991, -1.30615], [2.18210, 1.98211, 0.93908], [2.01802, 2.63026, -0.28327], [3.05041, 2.63159, -1.21698], [4.24954, 1.99560, -0.92080], [4.41635, 1.36117, 0.30526], [3.38203, 1.34453, 1.23124], [1.39229, 2.00498, 1.68026], [1.10786, 3.18241, -0.47986], [2.94593, 3.17667, -2.14745], [5.06856, 2.03307, -1.62794], [5.36688, 0.90510, 0.55093], [3.52332, 0.87365, 2.19544], [5.14972, -2.54986, -0.40757], [4.76798, -3.64430, 0.34947], [3.41985, -3.87495, 0.58159], [2.48254, -3.00667, 0.04319], [2.86306, -1.94183, -0.68312], [4.16230, -1.71756, -0.90043], [1.01749, -3.18403, 0.24586], [0.48592, -4.30674, 0.86517], [-0.88352, -4.39554, 1.06424], [-1.69606, -3.35655, 0.63446], [-1.10103, -2.28768, -0.00430], [0.21895, -2.20272, -0.20491], [6.19044, -2.33837, -0.60752], [5.51086, -4.31521, 0.75942], [3.11955, -4.72461, 1.17456], [4.40843, -0.84436, -1.48952], [1.12553, -5.11380, 1.18713], [-1.30627, -5.26350, 1.55202], [-2.76824, -3.37304, 0.77487], [-1.69975, -1.46313, -0.36769], [-0.61474, 2.10952, -2.43105], [-0.72896, 0.64860, -2.54999], [-2.05792, 0.23681, -2.08774], [-0.51647, 0.24903, -3.95042], [-0.11898, -1.20679, -4.07358], [1.16692, -1.50664, -3.42502], [1.32412, -2.96967, -3.32459], [2.30633, -0.94227, -4.17182], [-1.28000, 2.60726, -3.14492], [0.40877, 2.42124, -2.63228], [-0.89651, 2.42042, -1.42421], [-2.84383, 0.75011, -2.65378], [-2.17191, 0.49730, -1.03382], [-2.19738, -0.83699, -2.20913], [0.24496, 0.89892, -4.38300], [-1.43250, 0.40784, -4.53175], [-0.07536, -1.47624, -5.13478], [-0.87857, -1.84283, -3.61530], [1.34064, -3.42192, -4.32025], [0.48886, -3.39464, -2.76827], [2.25723, -3.21275, -2.82564], [2.30900, -1.29786, -5.20604], [3.23521, -1.25567, -3.69810], [2.26832, 0.14655, -4.17667], [-5.20789, -2.16108, 2.29252], [-4.32727, -1.92701, 3.34050], [-3.44618, -0.85893, 3.27611], [-3.45674, -0.00768, 2.16117], [-4.35041, -0.25564, 1.10738], [-5.21491, -1.33382, 1.17264], [-2.31834, 1.50198, 2.19775], [-2.60894, 3.02696, 1.13417], [-1.54683, 3.92746, 0.94765], [-1.73185, 5.06394, 0.18026], [-2.97257, 5.31166, -0.39745], [-4.03357, 4.43163, -0.21247], [-3.85921, 3.29164, 0.55236], [-0.77753, 1.41128, 3.29096], [-0.31819, 2.55235, 3.96075], [0.79771, 2.46900, 4.77840], [1.46430, 1.25851, 4.91763], [1.01941, 0.12261, 4.24951], [-0.10596, 0.19083, 3.44601], [-5.90468, -2.98661, 2.35181], [-4.33939, -2.56438, 4.21406], [-2.77390, -0.67173, 4.10480], [-4.37663, 0.39363, 0.24083], [-5.91358, -1.51744, 0.36774], [-0.58377, 3.74301, 1.41028], [-0.92228, 5.76903, 0.04738], [-3.12048, 6.20981, -0.98228], [-4.99847, 4.64806, -0.64997], [-4.70060, 2.63416, 0.72734], [-0.83291, 3.50032, 3.85718], [1.14387, 3.34398, 5.31093], [2.32927, 1.19626, 5.56446], [1.54018, -0.81704, 4.37824], [-0.46642, -0.70281, 2.94683]], "lowdin_spin": [0.382, 0.049, 0.073, 0.036, 0.003, 0.001, 0.006, 0.000, 0.001, 0.000, 0.000, 0.000, 0.000, 0.001, 0.000, 0.003, 0.009, 0.093, 0.012, 0.006, 0.002, 0.001, 0.000, 0.007, 0.054, 0.000, 0.000, 0.000, 0.003, 0.000, 0.000, 0.000, 0.001, 0.011, 0.135, 0.007, 0.008, 0.004, 0.047, 0.003, 0.010, 0.001, 0.004, 0.002, 0.003, 0.002, 0.001, 0.001, 0.003, 0.001, 0.000, 0.002, 0.000, 0.000, 0.000, 0.001, 0.005, 0.000, 0.000, 0.000, 0.000, 0.000, 0.000, 0.001, 0.000, 0.000, 0.000, 0.000, 0.000, 0.000, 0.000, 0.000, 0.000, 0.000, 0.000, 0.000, 0.000, 0.000, 0.000, 0.000, 0.000, 0.000, 0.000, 0.000, 0.000, 0.000, 0.000, 0.000, 0.000, 0.000, 0.000]}

***

Entry 3:
{"formula": "C34H102N6O14", "method": "ωB97M-V/def2-TZVPD", "e_homo_ev": -8.90, "gap_ev": 9.3, "elements": ["C", "C", "O", "H", "H", "H", "H", "H", "H", "C", "C", "O", "H", "H", "H", "H", "H", "H", "C", "C", "O", "H", "H", "H", "H", "H", "H", "C", "C", "O", "H", "H", "H", "H", "H", "H", "C", "C", "O", "H", "H", "H", "H", "H", "H", "O", "H", "H", "O", "H", "H", "O", "H", "H", "C", "C", "C", "O", "C", "N", "H", "H", "H", "H", "H", "H", "H", "H", "H", "H", "H", "C", "C", "C", "O", "C", "N", "H", "H", "H", "H", "H", "H", "H", "H", "H", "H", "H", "C", "C", "C", "O", "C", "N", "H", "H", "H", "H", "H", "H", "H", "H", "H", "H", "H", "C", "C", "C", "O", "C", "N", "H", "H", "H", "H", "H", "H", "H", "H", "H", "H", "H", "C", "C", "C", "O", "C", "N", "H", "H", "H", "H", "H", "H", "H", "H", "H", "H", "H", "C", "C", "C", "O", "C", "N", "H", "H", "H", "H", "H", "H", "H", "H", "H", "H", "H"], "coordinates": [[-3.83796, 4.39550, 0.49910], [-2.89609, 5.38421, 1.11095], [-1.53302, 4.98360, 0.96390], [-3.80732, 4.18641, -0.58203], [-4.85779, 4.63329, 0.77716], [-3.71934, 3.38157, 0.92075], [-3.04918, 5.33699, 2.21627], [-3.07181, 6.43866, 0.79022], [-0.98710, 5.75276, 1.01526], [-0.68294, -1.59821, -4.53808], [0.43305, -2.34476, -5.22776], [1.50494, -2.37581, -4.26545], [-1.03027, -2.23148, -3.72626], [-1.51256, -1.37139, -5.14501], [-0.20718, -0.68182, -4.12300], [0.70698, -1.86573, -6.14971], [0.10952, -3.39782, -5.50804], [1.99702, -3.24316, -4.43874], [4.06756, -6.99608, -4.13451], [3.01241, -5.86740, -4.27865], [2.86054, -5.09455, -3.11850], [3.81356, -7.65503, -3.23040], [5.02398, -6.58594, -3.87351], [4.13489, -7.65097, -5.03973], [2.05774, -6.24083, -4.68660], [3.38239, -5.14166, -5.05644], [1.96566, -4.95262, -2.84668], [-0.05420, 6.00373, -2.73367], [-1.27059, 5.18831, -3.09543], [-1.35891, 3.82441, -2.49777], [0.86588, 5.57977, -3.17862], [0.19012, 6.04841, -1.63661], [-0.12677, 7.05422, -3.15207], [-1.29332, 4.95058, -4.13185], [-2.18344, 5.73961, -2.92315], [-1.07938, 3.85053, -1.55283], [5.02776, 1.32844, -3.77362], [4.23171, 0.00257, -3.64847], [2.83899, 0.14775, -3.55574], [6.11806, 1.19076, -3.56128], [4.66301, 2.09529, -3.07333], [4.99223, 1.76800, -4.78320], [4.64261, -0.52359, -2.76839], [4.34527, -0.60650, -4.53610], [2.38169, -0.60162, -3.83464], [0.55959, -3.91867, -1.92436], [0.94357, -3.06972, -2.22778], [0.31510, -3.74253, -1.00379], [0.18011, -2.75728, 0.82080], [-0.26907, -2.13313, 0.20515], [1.13329, -2.60382, 0.72678], [-1.70324, 2.68295, 2.79092], [-1.45577, 3.28040, 2.07179], [-0.90419, 2.26330, 3.12514], [0.85981, 2.90081, -0.02496], [0.54238, 1.46165, 0.05617], [-0.79945, 1.09749, -0.52511], [-1.04100, -0.21973, -0.25167], [-2.38414, -0.60914, -0.35016], [1.58199, 0.65138, -0.69245], [1.86364, 3.07345, 0.51159], [0.12472, 3.44403, 0.63336], [1.01293, 3.34550, -1.01655], [0.58893, 1.09028, 1.08748], [-0.76890, 1.28628, -1.56022], [-1.54877, 1.76382, -0.04811], [-2.96531, -0.10642, 0.43483], [-2.29314, -1.69481, -0.20356], [-2.83828, -0.44684, -1.32981], [2.50202, 1.09711, -0.45658], [1.36350, 0.88050, -1.70914], [-2.81995, -3.99538, 1.76916], [-2.67759, -4.86420, 3.03968], [-3.63275, -6.03874, 2.94711], [-4.95422, -5.55139, 2.92169], [-5.86546, -6.56126, 2.51598], [-1.29437, -5.38249, 3.30221], [-1.93066, -3.39508, 1.61584], [-3.83927, -3.56884, 1.67584], [-2.74820, -4.71688, 0.95368], [-3.09244, -4.26587, 3.89096], [-3.46032, -6.72073, 3.79360], [-3.42206, -6.60098, 2.05044], [-5.48396, -7.55711, 2.66367], [-6.17293, -6.47687, 1.46887], [-6.74734, -6.37915, 3.16012], [-1.24706, -5.47028, 4.31422], [-0.61958, -4.65858, 3.06807], [-0.41357, -2.25049, 4.48975], [-0.60164, -0.70641, 4.36981], [0.70814, -0.10264, 4.00473], [0.72084, 1.28439, 3.74124], [2.00330, 1.84227, 3.57255], [-1.73599, -0.41955, 3.48871], [-1.34904, -2.80816, 4.76112], [0.38051, -2.36931, 5.26311], [-0.05367, -2.69570, 3.56448], [-0.96223, -0.33148, 5.29374], [1.07590, -0.57939, 3.06297], [1.48767, -0.28657, 4.74619], [1.95500, 2.90192, 3.57273], [2.46474, 1.57552, 2.56983], [2.64965, 1.42531, 4.37562], [-1.91755, 0.60221, 3.49904], [-1.51850, -0.65962, 2.53230], [3.72418, -2.60085, 2.25465], [3.52321, -1.35697, 1.37025], [4.86119, -0.58919, 1.27987], [4.47561, 0.69473, 0.74675], [5.42897, 1.71914, 1.01205], [2.98139, -1.82838, 0.13273], [3.81686, -3.50528, 1.60165], [2.77905, -2.73433, 2.79864], [4.65940, -2.66867, 2.81505], [2.76571, -0.66706, 1.81244], [5.63775, -1.05006, 0.69505], [5.18675, -0.41690, 2.32297], [5.60643, 1.60947, 2.07550], [4.95792, 2.66995, 0.59522], [6.34189, 1.49007, 0.51654], [3.56025, -2.54273, -0.28199], [2.88163, -1.08326, -0.57830], [-3.87071, -5.02347, -2.04026], [-4.65598, -3.95992, -1.20357], [-5.43151, -3.06767, -2.24268], [-4.45458, -2.31493, -2.84860], [-4.99386, -1.22640, -3.55472], [-5.56243, -4.50792, -0.21170], [-3.34623, -4.58610, -2.89765], [-4.37209, -5.89382, -2.44909], [-3.12690, -5.52730, -1.39861], [-3.89566, -3.29323, -0.74989], [-6.12637, -2.39050, -1.69631], [-5.97349, -3.69956, -2.95116], [-5.44599, -1.54095, -4.52284], [-4.14993, -0.52206, -3.76943], [-5.70127, -0.59032, -3.03883], [-5.13462, -5.30061, 0.27524], [-5.71195, -3.78202, 0.56013], [0.88213, 9.26468, 2.55105], [0.91628, 8.19391, 1.45066], [2.06438, 7.15717, 1.91239], [3.30757, 7.85042, 1.53572], [4.55100, 7.32979, 1.80358], [-0.27730, 7.45000, 1.32460], [1.82379, 9.80877, 2.51894], [0.74897, 8.86258, 3.54820], [0.10419, 10.03324, 2.42949], [1.11293, 8.55497, 0.40999], [2.05466, 6.22235, 1.33477], [2.04379, 6.89660, 2.95375], [4.86669, 7.22163, 2.81989], [5.29045, 8.05068, 1.31594], [4.68790, 6.33689, 1.37545], [-1.03143, 8.03804, 0.90964], [-0.67466, 7.34160, 2.29036]], "lowdin_charge": [-0.090, -0.308, -0.138, 0.078, 0.072, 0.074, 0.120, 0.117, -0.004, -0.072, -0.290, -0.127, 0.070, 0.057, 0.091, 0.099, 0.134, 0.106, -0.090, -0.342, -0.086, 0.094, 0.051, 0.079, 0.115, 0.107, 0.021, -0.102, -0.274, -0.119, 0.074, 0.070, 0.090, 0.095, 0.095, 0.041, -0.082, -0.310, -0.075, 0.078, 0.066, 0.066, 0.102, 0.106, 0.001, -0.061, 0.038, 0.015, -0.084, 0.029, 0.004, -0.061, -0.010, -0.002, -0.071, -0.415, -0.234, -0.198, -0.072, 0.056, 0.095, 0.069, 0.084, 0.125, 0.111, 0.134, 0.103, 0.075, 0.087, 0.065, 0.090, -0.045, -0.415, -0.247, -0.192, -0.105, 0.055, 0.040, 0.079, 0.068, 0.135, 0.128, 0.118, 0.079, 0.070, 0.099, 0.068, 0.037, -0.049, -0.416, -0.211, -0.220, -0.089, 0.071, 0.082, 0.086, 0.039, 0.126, 0.120, 0.124, 0.074, 0.086, 0.099, 0.057, 0.054, -0.047, -0.436, -0.167, -0.258, -0.091, 0.035, 0.087, 0.070, 0.074, 0.116, 0.125, 0.120, 0.076, 0.113, 0.068, 0.083, 0.060, -0.050, -0.414, -0.229, -0.209, -0.123, 0.035, 0.074, 0.067, 0.067, 0.105, 0.127, 0.128, 0.097, 0.092, 0.077, 0.037, 0.109, -0.063, -0.411, -0.112, -0.216, -0.153, -0.003, 0.076, 0.076, 0.079, 0.157, 0.113, 0.111, 0.068, 0.115, 0.075, 0.112, 0.118]}

***

Calculated DFT total energy, -261.99938; -4036.42032; -2738.27136 Eh (same order as the records).